Record 1
A molecular structure, C25H20BrMoN6O2S3Se, computed with the ωB97M-V functional and the def2-TZVPD basis.

Output
Multiplicity: 3
Energy above the lowest of the compared OMol25 structures with the same formula, charge and spin in kJ/mol: 0.0
⟨S²⟩: 2.385
Net charge: -1

Each line ends with the natural charge from an NBO analysis.
Positions of all 59 atoms, in Å:
1 C -4.4346 0.3582 -0.4755  -0.30
2 N 2.0907 0.5754 4.4256  -0.81
3 O 5.0602 0.1273 1.4127  -0.49
4 C 6.3245 -0.1072 2.0293  -0.26
5 H 6.4634 -1.1836 1.9778  0.19
6 H 6.3158 0.2376 3.0625  0.19
7 C 4.5989 1.3673 1.3776  0.03
8 H 7.1125 0.4164 1.4895  0.19
9 H -0.4029 -4.6352 -2.7136  0.21
10 C -0.0143 2.5520 -2.6756  -0.09
11 H -0.0399 3.2037 -4.7377  0.20
12 H 0.2919 4.6847 -2.7388  0.21
13 C -0.3328 0.1265 -2.3077  0.14
14 Se 2.3763 -0.4452 -0.0036  -0.22
15 C -0.1233 2.3547 -4.0715  -0.28
16 C -2.6521 1.4511 1.3172  0.11
17 C -1.0180 -3.2459 0.3416  0.41
18 C 0.2107 2.7874 0.0571  0.07
19 C -0.4539 -2.1481 -1.8175  0.00
20 C -1.2469 -5.6643 0.4052  -0.26
21 C -0.4360 -0.0200 -3.6961  -0.30
22 C 0.2082 3.8173 -2.0943  -0.13
23 H -5.7395 2.0174 0.0372  0.21
24 C -3.9013 2.0842 1.1006  -0.22
25 H -4.1307 2.9873 1.6511  0.21
26 H -0.4180 0.9221 -5.6137  0.20
27 S 5.3926 2.6961 1.9732  -0.24
28 C -0.6494 -4.5721 -1.6611  -0.22
29 H -1.7936 2.6396 2.9569  0.21
30 Mo -0.2913 -0.2572 0.7245  1.02
31 N -0.4266 -0.8680 -1.3741  -0.55
32 C -1.6811 1.8400 2.2383  -0.07
33 C -0.6950 -3.3038 -1.0400  -0.18
34 H -0.2369 -2.3237 -2.8633  0.17
35 C -0.9216 -5.7123 -0.9455  -0.11
36 S 0.8159 -1.1380 2.7984  0.00
37 H -0.6172 -0.9869 -4.1387  0.21
38 O -1.0942 -2.1006 0.9841  -0.71
39 H -1.4566 -6.5726 0.9526  0.21
40 C -4.7815 1.5451 0.2140  -0.19
41 H -5.1167 -0.1091 -1.1712  0.22
42 N -0.5842 1.0861 2.2486  -0.28
43 H 0.3585 2.8521 1.1234  0.23
44 C 0.3287 3.9330 -0.7398  -0.27
45 N -0.0125 1.5847 -0.4534  -0.45
46 N 0.3645 1.4423 3.1853  -0.43
47 Br -0.8579 -7.4021 -1.8284  -0.01
48 C -0.1194 1.4456 -1.8068  0.24
49 C 1.1003 0.4097 3.4846  0.25
50 H 2.8592 -0.0681 4.3342  0.39
51 C -1.2889 -4.4290 1.0335  -0.28
52 H -2.8862 -1.0978 -0.7653  0.22
53 H 2.3671 1.5371 4.5563  0.39
54 C -3.2094 -0.1995 -0.2577  0.07
55 H 0.5247 4.8819 -0.2609  0.22
56 S 3.0706 1.5620 0.6113  0.13
57 N -2.3095 0.3293 0.6085  -0.48
58 H -1.5316 -4.3497 2.0854  0.22
59 C -0.3303 1.0850 -4.5457  -0.17

Atoms 1-6, force components in eV/Å:
C 0.01 -0.03 -0.01
N 0.00 -0.05 0.00
O -0.02 -0.01 0.05
C -0.02 -0.02 -0.01
H 0.01 0.00 0.00
H 0.01 0.00 0.00

Record 2
9 unconnected molecules or ions with the total composition C30H37Cl6N7, computed with the ωB97M-V functional and the def2-TZVPD basis.

Output
Multiplicity: 1
Net charge: 0
SMILES: c1cc[nH]c1.c1cc[nH]c1.c1cc[nH]c1.c1cc[nH]c1.c1cc[nH]c1.c1cc[nH]c1.c1cc[nH]c1.ClC(Cl)Cl.ClC(Cl)Cl

Each line ends with the Löwdin charge.
Positions of all 80 atoms, in Å:
1 H 13.2944 12.4841 15.4929  0.10
2 H 11.5228 8.4732 13.2997  0.11
3 C 9.6707 10.3930 15.1201  -0.12
4 N 18.4754 13.1584 11.2743  0.01
5 C 10.1911 14.9635 9.4789  -0.17
6 H 10.7140 14.0595 9.3134  0.08
7 H 7.6422 16.9503 8.9970  0.08
8 C 9.5341 9.4525 9.9563  -0.20
9 N 14.1856 10.8525 16.5698  0.02
10 N 10.5218 8.7575 10.5269  0.02
11 C 10.0069 12.5386 14.4412  -0.17
12 C 12.8085 9.9598 7.0836  -1.54
13 C 17.5388 11.1048 11.2554  -0.11
14 C 9.1370 10.5485 13.8667  -0.11
15 Cl 12.6478 17.4663 10.2354  0.58
16 H 8.6020 9.8135 13.2496  0.10
17 H 9.0269 15.0738 7.6291  0.11
18 H 16.6946 12.1840 15.6070  0.10
19 H 13.3114 10.2155 6.1732  0.00
20 H 16.7156 15.5313 13.1185  0.08
21 H 14.6419 9.4455 18.0834  0.12
22 H 17.3672 10.0710 11.3891  0.08
23 C 16.2794 14.2862 16.1768  -0.10
24 H 14.5670 17.0568 11.4039  0.00
25 C 16.5644 15.0419 14.0495  -0.11
26 N 10.2451 11.6295 15.4658  0.02
27 C 18.7200 11.7739 11.4558  -0.11
28 N 16.6298 13.6200 14.0784  0.03
29 H 9.8003 9.4698 15.7224  0.12
30 H 16.0893 14.3083 17.1625  0.06
31 H 10.6426 15.4272 11.5645  0.13
32 C 16.5761 12.0784 10.8919  -0.13
33 H 16.8753 13.1087 13.2274  0.10
34 C 9.3404 11.9336 13.4689  -0.13
35 H 14.2019 7.5885 13.4366  0.09
36 C 8.9593 16.4667 10.7018  -0.14
37 H 8.8944 12.4413 12.6415  0.09
38 C 12.7604 12.1406 17.6491  -0.12
39 C 14.0780 16.5380 10.5966  -1.54
40 C 14.5694 9.8648 13.2102  -0.13
41 H 8.6100 17.1117 11.5168  0.11
42 C 8.6814 7.5783 10.8260  -0.10
43 Cl 12.4527 11.3616 8.0737  0.53
44 Cl 13.6976 14.8737 11.1295  0.51
45 Cl 15.1416 16.5156 9.1964  0.54
46 C 8.5250 16.4897 9.3932  -0.12
47 N 9.9695 15.5074 10.7601  -0.02
48 C 10.0211 7.6170 11.0904  -0.16
49 C 13.7871 8.6000 13.3115  -0.06
50 H 16.7481 14.2331 10.7087  0.05
51 H 10.8709 11.7211 16.2853  0.11
52 C 17.1754 13.2940 10.7906  -0.16
53 H 7.3574 9.0226 9.8112  0.09
54 H 16.2710 16.4457 15.7005  0.09
55 C 16.5020 13.1962 15.3685  -0.14
56 H 12.8316 10.9412 19.5748  0.09
57 C 13.3980 11.9587 16.4399  -0.16
58 H 15.5661 11.8410 10.6639  0.08
59 H 19.7117 11.4549 11.7182  0.10
60 H 9.6730 10.3516 9.3593  0.10
61 C 9.2493 15.4963 8.6496  -0.12
62 C 14.0290 10.3130 17.7993  -0.16
63 C 13.1612 11.0569 18.5409  -0.08
64 H 13.8305 11.9903 13.2190  0.14
65 C 13.6644 10.8496 13.1318  -0.20
66 H 14.5930 10.3452 15.7730  0.13
67 H 10.3391 13.5210 14.6023  0.10
68 C 8.3679 8.8088 10.1189  -0.11
69 Cl 13.8501 8.8339 7.8893  0.54
70 H 12.0609 12.8858 17.8667  0.07
71 C 12.4736 9.0021 13.2088  -0.18
72 H 15.6715 9.9479 13.2598  0.09
73 C 16.3815 15.4263 15.3592  -0.12
74 H 7.8839 6.8787 11.0726  0.09
75 H 19.1247 13.9730 11.3869  0.17
76 H 10.5609 6.9093 11.6693  0.10
77 H 11.5846 10.8849 13.1374  0.11
78 H 11.4684 9.0870 10.6624  0.13
79 N 12.4233 10.3210 13.0889  0.03
80 Cl 11.3212 9.0207 6.6235  0.49

Atoms 1-6, force components in eV/Å:
H 0.19 -0.13 0.42
H 0.57 -0.04 -0.13
C 0.92 0.48 -0.20
N 0.29 -0.36 -0.79
C -1.52 0.64 1.38
H 0.89 -0.43 0.16

Record 3
13 unconnected molecules or ions with the total composition C30H62F3N3O34S5, computed with the ωB97M-V functional and the def2-TZVPD basis.

Output
Multiplicity: 1
Net charge: +2

Each line ends with the Löwdin charge.
Positions of all 137 atoms, in Å:
1 H -1.0407 7.0052 0.7327  0.17
2 C -6.7610 -3.6516 -2.2377  -0.08
3 H -6.9085 1.4176 1.3798  0.09
4 H 2.7949 2.8471 0.9227  0.11
5 O 3.5589 1.9391 -5.3292  0.03
6 C -7.6221 -5.2886 -1.0433  -0.59
7 H -7.4275 -2.4903 -0.4797  0.16
8 H -2.7877 -2.7714 1.4460  0.09
9 F 1.8299 0.5835 -1.8092  0.12
10 H 2.5789 -1.6112 -0.7027  0.05
11 H 0.4601 -0.0021 5.4957  0.14
12 O 5.3224 3.2872 -0.9603  -0.18
13 O 1.8657 7.1619 1.8592  0.11
14 C 0.8326 -0.1012 0.3180  -0.35
15 C 4.4297 2.0109 -6.4234  -0.47
16 H -0.3395 5.7413 -4.0052  0.14
17 O -2.8229 2.8650 1.0735  0.12
18 O 4.8418 0.7743 -0.8290  -0.28
19 O -1.9042 -7.0950 3.8070  -0.17
20 O -3.5673 0.8491 1.8705  0.04
21 H -5.7513 -3.7140 -2.6434  0.13
22 H -7.2911 -2.8612 -2.7690  0.14
23 O -2.4999 -4.6215 3.5774  -0.25
24 C -4.6554 0.4412 2.6699  -0.12
25 C -1.4676 -8.1529 3.0116  -0.15
26 H -2.6917 -8.2360 1.1968  0.13
27 C 4.0999 3.9543 -0.4743  -0.11
28 C -0.7450 -4.1817 -3.0631  -0.12
29 H 4.3067 5.0173 -0.3507  0.12
30 C 1.9250 7.0150 0.5345  -0.50
31 C -6.9345 1.6450 2.4455  0.01
32 H 0.4700 -3.1488 2.5110  0.10
33 H -0.7745 4.6682 -0.1137  0.08
34 C 4.2658 1.7834 -4.0991  -0.11
35 O -7.0002 -4.4419 -0.1774  0.07
36 O 3.8853 5.8975 -2.7165  -0.23
37 H 3.2330 3.8697 -1.1296  0.11
38 H -1.7373 -3.8740 -3.3930  0.14
39 N 3.0864 -2.3496 -1.1688  0.34
40 O -8.2980 -6.2499 -0.6925  0.15
41 H 3.8455 4.0413 1.6328  0.14
42 S 5.5880 1.8428 -0.2175  0.70
43 F 0.9838 2.1349 -0.6752  0.17
44 S -1.5330 -5.6890 3.1186  0.75
45 C -1.3898 0.6827 4.5234  -0.16
46 H 0.0154 7.8235 2.5282  0.15
47 C -6.6898 -3.2387 -0.7692  -0.31
48 H -0.3805 5.3072 -2.2975  0.11
49 H -1.2593 -3.4010 1.2554  0.04
50 H 5.9830 0.5427 -4.5156  0.15
51 H -0.7699 -5.0899 -2.4608  0.13
52 H -1.8563 -0.7801 0.0312  0.13
53 H 1.3815 -2.1256 1.6843  0.06
54 C 0.5138 6.9138 2.1932  -0.10
55 O 2.0969 -0.5714 0.7041  -0.28
56 O -0.1058 -5.4227 3.1849  -0.28
57 H 0.6902 -3.3846 -1.6913  0.09
58 C 3.7914 3.2830 0.8517  -0.20
59 O 2.9541 6.0803 -4.9671  -0.23
60 C -0.1928 6.3748 1.0005  -0.34
61 H -1.5699 1.0080 3.4987  0.11
62 O -0.6617 -1.4810 5.0060  -0.21
63 H 2.0920 -2.8326 3.0135  0.15
64 C -0.2001 -0.2353 4.6603  -0.22
65 H 4.0365 -2.2784 -0.8337  0.13
66 O -7.3472 -4.9262 -2.2080  0.14
67 H -5.4477 1.7229 3.9994  0.16
68 H 0.7314 3.6688 -4.6340  0.14
69 H 1.8494 -3.6735 1.6916  0.14
70 O 4.1164 2.2122 -7.5936  0.15
71 C 0.0575 -2.9950 -2.4888  -0.23
72 C -0.4121 4.8769 0.8929  -0.01
73 O 7.0075 1.5809 0.0821  -0.23
74 H 5.1340 -1.2377 1.1524  0.13
75 H -4.4150 -3.5806 -0.6374  0.07
76 O 2.4722 -4.4569 -3.5083  -0.27
77 H -0.3845 -8.2670 3.0546  0.12
78 H 3.0557 -2.2651 -2.1748  0.13
79 S 1.4542 -3.8069 -4.3497  0.77
80 H -5.0454 -2.8368 0.7190  0.07
81 H 4.6386 -1.4540 2.6761  0.15
82 H 0.4314 0.5229 1.1165  0.15
83 C 0.8776 3.9629 -3.5947  -0.17
84 O 5.7041 1.9896 -5.9718  0.10
85 H -1.3925 -0.8699 1.7423  0.12
86 H 6.4008 3.4459 -3.6835  0.09
87 H -0.5700 -2.2028 -2.0805  0.12
88 H -7.3682 2.6390 2.5556  0.10
89 H -4.3193 -0.0012 3.6076  0.12
90 O 2.9641 7.0298 -0.1390  0.12
91 H -1.8553 -9.1452 3.2418  0.14
92 H -1.2619 1.6010 5.0965  0.14
93 C 0.2358 5.2909 -3.1963  -0.14
94 H 0.6046 3.0775 -3.0206  0.11
95 C -1.9119 -2.6512 0.8084  -0.05
96 H 4.1269 2.6055 -3.3970  0.10
97 C -1.2319 -1.3036 0.7553  -0.26
98 O -2.8856 -2.4567 5.5544  -0.21
99 H -1.0489 -7.8213 0.7250  0.13
100 F -0.3332 0.7008 -1.6342  0.15
101 N 4.7303 -0.7617 1.9465  0.34
102 H 0.4761 6.1857 3.0035  0.14
103 H -5.2321 -0.3201 2.1446  0.14
104 O -2.4666 -0.0225 5.0933  -0.20
105 O -1.7020 -1.0110 7.2418  -0.19
106 H 0.4086 -0.3550 3.7640  0.11
107 O 0.0501 -1.2897 0.1944  -0.13
108 O -1.9248 -6.2885 1.6031  -0.23
109 H 5.1906 0.0924 2.2272  0.14
110 H 2.7914 -3.2744 -0.8900  0.13
111 O 0.7013 6.7666 0.0314  0.07
112 O 4.7250 2.2940 1.1289  -0.22
113 O 0.7917 -2.5058 -3.5818  -0.20
114 S -2.0110 -1.3652 5.8906  0.68
115 C -5.4727 1.6315 2.9135  -0.33
116 C -1.8023 -7.6841 1.5007  -0.15
117 S 2.7416 5.6179 -3.5793  0.71
118 O 1.7536 -3.4261 -5.7357  -0.20
119 O -4.7647 2.6452 2.2403  0.13
120 H 7.7328 2.3918 -4.3020  0.10
121 H -4.9713 -1.9208 -0.7739  0.08
122 O 2.2490 4.1114 -3.4836  -0.23
123 O -0.0814 -4.4812 -4.3240  -0.19
124 H -7.5583 0.8683 2.8879  0.10
125 C 5.7187 1.5980 -4.5832  -0.28
126 O 1.3108 6.2019 -3.0061  -0.19
127 H -2.1279 -3.0280 -0.1913  0.07
128 H 3.8395 0.8955 -3.6322  0.11
129 H -1.1404 4.5539 1.6368  0.07
130 N 1.4289 -2.9532 2.2612  0.35
131 H 3.7774 -0.5965 1.6550  0.07
132 C -5.2162 -2.8972 -0.3559  -0.03
133 H 6.9295 2.2116 -2.7704  0.05
134 C 6.7534 2.4243 -3.8248  -0.01
135 C -3.6352 2.2117 1.7082  -0.51
136 C 0.8194 0.8612 -0.9443  -0.53
137 H 0.4338 4.2068 1.0463  0.07

Atoms 1-6, force components in eV/Å:
H -0.76 -0.74 0.60
C 0.99 1.74 -0.10
H -0.14 0.09 -0.23
H -0.03 -0.06 -0.40
O 0.08 0.22 -1.22
C -2.28 -3.30 4.99

Short version: DFT total energy = -7682.06324; -4309.68176; -6192.48097 hartree, in the order given.